No. 1
{"formula": "C41H54Cl2CoN4O5P4", "method": "ωB97M-V with the def2-TZVPD basis set", "s2": 3.762, "multiplicity": 4, "homo_lumo_gap_ev": [4.7, 5.9], "species": ["Co", "C", "N", "C", "P", "O", "O", "P", "O", "N", "C", "C", "N", "C", "C", "N", "C", "C", "H", "H", "H", "H", "H", "H", "H", "H", "H", "H", "H", "H", "H", "H", "H", "H", "H", "H", "H", "H", "H", "H", "H", "H", "O", "P", "C", "P", "O", "C", "C", "C", "C", "C", "C", "C", "C", "C", "C", "C", "C", "C", "C", "C", "C", "C", "C", "C", "C", "C", "C", "C", "C", "H", "H", "H", "H", "H", "H", "H", "H", "H", "H", "H", "H", "H", "H", "H", "H", "H", "H", "H", "H", "H", "H", "Cl", "C", "C", "C", "C", "C", "C", "C", "H", "H", "H", "H", "H", "H", "Cl", "C", "H", "H"], "xyz": [[-0.1629, -0.3261, 0.0313], [1.6449, -0.4362, 5.7135], [0.7619, -0.3769, 4.5691], [-0.6417, -0.3258, 4.9490], [1.0728, 0.5265, 3.1985], [0.0973, 0.2215, 2.1593], [2.5999, 0.0488, 2.8315], [3.1059, -0.3596, 1.3315], [2.2004, 0.0786, 0.2649], [4.5876, 0.3652, 1.1681], [5.7143, 0.0329, 2.0023], [4.7984, 1.4443, 0.2374], [3.5062, -1.9650, 1.5546], [3.0572, -2.8254, 2.6255], [3.9038, -2.6801, 0.3607], [1.1861, 2.1564, 3.5536], [0.6719, 3.1079, 2.5867], [2.3058, 2.6655, 4.3155], [1.4599, 0.3810, 6.4205], [2.6809, -0.4069, 5.3832], [1.4712, -1.3817, 6.2349], [-0.8895, 0.6031, 5.4714], [-0.8599, -1.1691, 5.6038], [-1.2504, -0.4014, 4.0521], [5.4667, -0.8403, 2.5993], [5.9744, 0.8603, 2.6701], [6.5838, -0.1936, 1.3775], [3.9070, 1.5340, -0.3777], [5.6605, 1.2221, -0.4001], [4.9797, 2.3929, 0.7537], [2.6322, -2.2234, 3.4234], [3.9158, -3.3860, 3.0092], [2.3018, -3.5370, 2.2757], [4.1486, -1.9654, -0.4232], [3.1018, -3.3311, -0.0014], [4.7814, -3.2942, 0.5768], [-0.0534, 2.6133, 1.9485], [1.4667, 3.5166, 1.9557], [0.1902, 3.9284, 3.1196], [2.6261, 1.9257, 5.0425], [1.9914, 3.5694, 4.8418], [3.1603, 2.9166, 3.6757], [-0.2162, -0.2983, -2.2127], [-0.0585, 0.6651, -3.3242], [0.5742, 2.2981, -2.7487], [-0.4508, 2.8390, -1.3211], [-0.4001, 1.8320, -0.2351], [-2.1407, 3.1660, -1.8831], [-3.1792, 2.7922, -1.0362], [-4.4861, 3.0907, -1.3760], [-4.7617, 3.7367, -2.5716], [-3.7261, 4.1157, -3.4129], [-2.4156, 3.8518, -3.0623], [0.2681, 4.4297, -0.8350], [-0.5481, 5.4858, -0.4277], [0.0118, 6.6537, 0.0465], [1.3935, 6.7933, 0.1137], [2.2087, 5.7386, -0.2766], [1.6555, 4.5622, -0.7338], [1.2103, 0.1546, -4.5092], [1.4718, -1.2110, -4.5901], [2.4204, -1.6866, -5.4708], [3.1127, -0.8010, -6.2904], [2.8488, 0.5596, -6.2189], [1.9016, 1.0401, -5.3373], [-1.5894, 0.9886, -4.2214], [-1.6033, 1.8378, -5.3287], [-2.7799, 2.0532, -6.0142], [-3.9468, 1.4158, -5.6166], [-3.9281, 0.5476, -4.5315], [-2.7548, 0.3282, -3.8386], [0.6229, 3.0430, -3.5380], [1.5744, 2.0904, -2.3544], [-2.9483, 2.2739, -0.1152], [-5.2860, 2.8254, -0.7011], [-5.7823, 3.9586, -2.8439], [-3.9430, 4.6240, -4.3417], [-1.6047, 4.1698, -3.7028], [-1.6226, 5.3765, -0.4901], [-0.6250, 7.4643, 0.3701], [1.8320, 7.7135, 0.4710], [3.2815, 5.8416, -0.2228], [2.2909, 3.7342, -1.0127], [0.9244, -1.8697, -3.9299], [2.6295, -2.7458, -5.5181], [3.8563, -1.1705, -6.9810], [3.3952, 1.2497, -6.8469], [1.7214, 2.1044, -5.2798], [-0.6893, 2.3160, -5.6504], [-2.7948, 2.7216, -6.8625], [-4.8656, 1.5846, -6.1591], [-4.8347, 0.0424, -4.2321], [-2.7113, -0.3476, -2.9956], [-2.0596, -7.6006, -0.6211], [-1.4068, -6.0088, -0.3990], [-0.7365, -5.3934, -1.4463], [-0.1832, -4.1486, -1.2530], [-0.2463, -3.4963, -0.0074], [0.4661, -2.2665, 0.2159], [-0.9711, -4.1366, 1.0152], [-1.5480, -5.3725, 0.8261], [-0.6445, -5.9067, -2.3925], [0.3353, -3.6585, -2.0647], [1.2820, -2.1475, -0.4974], [0.7940, -2.1689, 1.2521], [-1.0676, -3.6375, 1.9681], [-2.0930, -5.8622, 1.6196], [-2.7818, 0.1722, 1.5929], [-2.1759, -0.6578, 0.1594], [-2.6778, -0.1775, -0.6838], [-2.5217, -1.6890, 0.2470]]}

=====

No. 2
{"formula": "C41H54Cl43N2O4", "method": "ωB97M-V with the def2-TZVPD basis set", "charge": 1, "homo_lumo_gap_ev": 8.4, "species": ["C", "C", "C", "Cl", "C", "C", "C", "C", "C", "C", "C", "C", "C", "O", "C", "C", "O", "C", "N", "C", "C", "C", "C", "N", "C", "O", "C", "O", "C", "C", "C", "C", "C", "C", "H", "H", "H", "H", "H", "H", "H", "H", "H", "H", "H", "H", "H", "H", "H", "H", "H", "H", "H", "H", "H", "H", "H", "H", "H", "H", "H", "H", "H", "H", "H", "H", "H", "H", "H", "H", "H", "H", "H", "H", "C", "Cl", "Cl", "Cl", "H", "C", "Cl", "Cl", "Cl", "H", "C", "Cl", "Cl", "Cl", "H", "C", "Cl", "Cl", "Cl", "H", "C", "Cl", "Cl", "Cl", "H", "C", "Cl", "Cl", "Cl", "H", "C", "Cl", "Cl", "Cl", "H", "C", "Cl", "Cl", "Cl", "H", "C", "Cl", "Cl", "Cl", "H", "C", "Cl", "Cl", "Cl", "H", "C", "Cl", "Cl", "Cl", "H", "C", "Cl", "Cl", "Cl", "H", "C", "Cl", "Cl", "Cl", "H", "C", "Cl", "Cl", "Cl", "H"], "xyz": [[1.4414, 1.4517, 1.4584], [1.6420, 1.5508, -0.1122], [0.4337, 0.9347, -0.9330], [1.1983, 0.1728, -2.4266], [-0.5896, 1.9960, -1.4645], [-2.0083, 1.5609, -2.0233], [-2.3482, 0.0163, -1.9591], [-2.0222, -0.6411, -3.3487], [-1.8862, -2.2112, -3.3286], [-1.0545, -2.8030, -2.1252], [-0.2762, -4.1184, -2.5703], [1.2533, -3.8261, -2.7850], [1.9806, -3.8862, -1.3805], [2.3818, -2.5713, -0.9115], [3.6962, -2.6114, -0.4480], [4.6585, -1.4862, -0.9724], [4.1048, -3.4242, 0.3329], [-1.0010, 2.8106, -0.1536], [-0.5938, 4.0311, -0.0470], [0.1679, 4.4776, -1.2309], [1.5852, 5.1229, -1.0538], [1.7862, 5.8510, 0.3008], [3.2721, 5.9402, 0.8129], [0.8400, 6.3930, 0.9730], [0.0503, 3.2498, -2.2285], [-0.7056, 3.8126, -3.3128], [0.0749, 4.6425, -4.1273], [-0.2488, 5.7959, -4.2179], [1.2770, 4.1072, -4.9231], [1.3477, 2.6773, -5.1742], [2.4912, 2.1813, -5.9320], [3.4555, 3.1574, -6.4105], [3.3781, 4.5836, -6.1517], [2.2620, 5.0740, -5.3715], [2.2322, 0.8739, 1.9807], [0.4014, 1.0915, 1.6640], [1.4670, 2.5116, 1.8468], [1.9324, 2.5795, -0.4271], [2.5257, 0.8984, -0.3531], [-0.0233, 0.1619, -0.2620], [-2.7842, 2.0746, -1.3832], [-2.2102, 1.8972, -3.0700], [-1.9218, -0.5195, -1.0789], [-3.4684, -0.0406, -1.8438], [-1.1405, -0.1826, -3.8741], [-2.9090, -0.4086, -4.0277], [-2.8812, -2.7117, -3.4059], [-1.3262, -2.4906, -4.2686], [-0.4053, -2.0667, -1.5948], [-1.8109, -3.1580, -1.3655], [-0.4705, -4.9659, -1.8569], [-0.7229, -4.4513, -3.5469], [1.4036, -2.8592, -3.3217], [1.6708, -4.6492, -3.4181], [2.8658, -4.5625, -1.5148], [1.2985, -4.3638, -0.6295], [5.2261, -1.0487, -0.1198], [5.3440, -1.9071, -1.7458], [4.0718, -0.6609, -1.4611], [-1.6108, 2.3790, 0.6772], [-0.8536, 4.5988, 0.7691], [-0.4415, 5.3645, -1.5704], [2.4476, 4.4284, -1.2112], [1.6817, 5.9086, -1.8571], [3.5802, 5.0123, 1.3568], [3.9918, 6.0808, -0.0397], [3.4190, 6.8114, 1.4957], [1.2876, 6.8166, 1.7925], [1.0753, 2.9182, -2.5603], [0.5548, 2.0107, -4.7599], [2.5571, 1.0899, -6.1162], [4.3035, 2.7601, -7.0149], [4.1263, 5.3211, -6.5125], [2.1120, 6.1434, -5.1036], [-6.2235, -1.0300, -4.7079], [-4.9925, -2.0469, -5.4671], [-7.0308, -1.9016, -3.4028], [-5.5051, 0.4698, -4.1016], [-6.9634, -0.7739, -5.4566], [7.3361, 1.9881, -1.6559], [6.6480, 2.4617, -3.2133], [6.0900, 1.9991, -0.3997], [8.0921, 0.3968, -1.7666], [8.0990, 2.7109, -1.3851], [3.2697, -6.8288, 0.5252], [3.8847, -8.3588, 1.1569], [2.2518, -7.1070, -0.8964], [2.3670, -5.9602, 1.7713], [4.1155, -6.2167, 0.2266], [1.6920, -0.7914, 5.0900], [0.5295, -0.6060, 3.7726], [3.0252, 0.3553, 4.9091], [0.8960, -0.5763, 6.6533], [2.0985, -1.7970, 5.0486], [-10.6407, -1.3919, -5.4329], [-9.1474, -1.6052, -6.3555], [-10.3003, -1.0156, -3.7370], [-11.6381, -0.1298, -6.1597], [-11.1934, -2.3249, -5.4682], [0.0579, 9.1058, -1.0857], [0.0929, 9.7740, -2.7197], [1.3556, 9.7959, -0.1030], [-1.5138, 9.3869, -0.3294], [0.2154, 8.0339, -1.1520], [-3.5590, -1.1177, 2.7737], [-2.8165, -2.1143, 4.0233], [-2.5661, 0.3190, 2.4712], [-3.7823, -2.0411, 1.2849], [-4.5334, -0.7932, 3.1243], [-0.6519, -4.1842, 7.7122], [-1.3563, -3.7474, 6.1494], [-1.8891, -4.1960, 8.9691], [0.1565, -5.7543, 7.6061], [0.0897, -3.4363, 7.9747], [-2.3634, -8.0813, 5.3824], [-2.6271, -9.8283, 5.4389], [-1.5942, -7.6162, 3.8598], [-3.8848, -7.2173, 5.5996], [-1.6997, -7.8110, 6.1954], [-3.6600, 5.0512, -2.1884], [-4.0781, 3.8304, -0.9710], [-4.6875, 4.8883, -3.6115], [-3.7830, 6.6706, -1.5007], [-2.6294, 4.8886, -2.4920], [6.9169, 7.4465, 1.0635], [6.4697, 5.7342, 1.1938], [7.7857, 7.7434, -0.4439], [5.4953, 8.4903, 1.1708], [7.5760, 7.6880, 1.8910], [-2.4437, -8.2959, 9.3201], [-0.8852, -8.2593, 8.4802], [-2.2164, -8.0007, 11.0467], [-3.5731, -7.1184, 8.6324], [-2.8712, -9.2856, 9.1960], [-4.0042, -13.0089, 3.2147], [-4.7862, -12.5291, 1.7045], [-5.1989, -13.1870, 4.5051], [-3.0960, -14.5085, 2.9956], [-3.3076, -12.2273, 3.5006], [0.9142, 2.4662, 8.7016], [0.8935, 3.1563, 7.0739], [2.1627, 3.2342, 9.6865], [-0.6699, 2.6285, 9.4659], [1.1467, 1.4098, 8.6197]]}

=====

| no. | maximum force (eV/Å) |
| --- | --- |
| 1 | 1.77 |
| 2 | 3.55 |